# 1
ORCA calculation (ωB97M-V/def2-TZVPD) on C44H37BrMoN10O as an isolated structure.

Element x y z (Å)
Mo (0.18254, 1.53801, 0.46407)
C (0.38673, 5.90888, 1.33283)
C (0.36590, 5.95565, 2.72279)
C (0.28801, 4.77913, 3.44055)
C (0.23269, 3.56696, 2.76463)
N (0.25136, 3.52926, 1.41568)
C (0.32352, 4.67854, 0.72263)
C (0.23714, 2.24100, 3.39298)
C (0.20688, 2.03762, 4.76978)
C (0.40158, 0.76308, 5.27666)
C (0.67656, -0.29333, 4.41547)
C (0.69163, -0.09287, 3.04124)
C (0.39553, 1.16064, 2.51896)
H (0.45488, 6.80616, 0.73543)
H (0.41943, 6.90475, 3.23922)
H (0.28605, 4.79303, 4.52033)
H (0.32832, 4.59230, -0.35609)
H (0.05857, 2.86431, 5.45229)
H (0.38598, 0.60008, 6.34565)
H (0.89099, -1.27567, 4.81729)
H (0.94885, -0.91884, 2.38833)
C (-3.64262, 3.46948, -0.78335)
C (-2.61796, 2.92224, -0.00342)
N (-1.50478, 2.44427, -0.53283)
C (-1.28092, 2.64379, -1.86137)
C (-2.26778, 3.12102, -2.72236)
C (-3.49358, 3.51017, -2.14481)
C (-1.97012, 3.27334, -4.11983)
C (-0.71750, 3.07434, -4.57858)
C (0.35125, 2.74469, -3.67546)
C (1.70738, 2.71473, -4.06727)
C (2.68020, 2.51943, -3.12678)
C (2.31244, 2.31588, -1.78810)
N (1.04982, 2.29378, -1.40476)
C (0.06904, 2.51189, -2.33252)
H (-4.54181, 3.82586, -0.30115)
H (-2.71142, 2.84372, 1.06925)
H (-4.29050, 3.88063, -2.77791)
H (-2.76266, 3.58250, -4.78883)
H (-0.48539, 3.21375, -5.62644)
H (1.96537, 2.87184, -5.10724)
H (3.72815, 2.51459, -3.38966)
H (3.04381, 2.15404, -1.00792)
Br (5.37375, -9.55168, -4.46526)
C (4.78487, -7.89897, -3.78488)
C (5.05391, -7.57478, -2.45927)
C (4.61356, -6.36646, -1.95260)
C (3.90494, -5.49825, -2.77527)
C (3.62670, -5.83397, -4.09063)
C (4.07966, -7.03687, -4.60926)
N (3.38792, -4.23167, -2.32793)
N (3.90807, -3.83753, -1.27074)
C (3.33050, -2.61084, -0.78290)
C (4.18595, -1.85276, -0.03134)
C (3.83441, -0.58970, 0.49091)
C (2.57149, -0.10744, 0.28902)
O (2.15328, 1.08518, 0.73307)
C (1.64740, -0.90496, -0.43348)
N (0.39378, -0.35898, -0.56433)
C (-0.49632, -0.97176, -1.32166)
C (-0.25126, -2.21870, -1.89831)
C (0.96663, -2.81910, -1.71155)
C (1.99515, -2.14807, -1.00112)
H (5.59973, -8.26710, -1.83419)
H (4.80876, -6.09608, -0.92506)
H (3.06526, -5.14290, -4.70636)
H (3.88249, -7.30640, -5.63688)
H (5.18146, -2.24403, 0.13507)
H (4.54768, -0.00618, 1.05790)
H (-1.44255, -0.46895, -1.46535)
H (-1.03126, -2.70195, -2.46939)
H (1.15778, -3.79476, -2.12597)
C (-1.98440, -1.36109, 1.72557)
N (-3.07537, -2.16097, 2.24522)
C (-4.16622, -2.17516, 1.27389)
N (-4.63654, -0.81771, 0.98649)
C (-3.52621, -0.04306, 0.46899)
N (-2.37894, 0.05144, 1.41929)
C (-2.91237, 0.61438, 2.69538)
N (-4.01067, -0.16228, 3.23673)
C (-3.55276, -1.53375, 3.48072)
C (-5.08639, -0.20742, 2.24347)
H (-1.60104, -1.82031, 0.81259)
H (-1.20183, -1.33702, 2.47225)
H (-4.99387, -2.76480, 1.66690)
H (-3.81874, -2.63730, 0.34735)
H (-3.88855, 0.96238, 0.25541)
H (-3.18663, -0.50234, -0.45830)
H (-3.27747, 1.62674, 2.51732)
H (-2.09336, 0.65207, 3.41665)
H (-4.37963, -2.11772, 3.88364)
H (-2.74396, -1.51775, 4.21323)
H (-5.43351, 0.80887, 2.04387)
H (-5.91883, -0.78621, 2.64169)

As for the energy relative to the best compared isomer or geometry (same formula, charge and spin): 2.5 kJ/mol. As for the spin multiplicity: 3. The charge is +2. For the LUMO energy (alpha / beta), the calculation gives -6.4 / -6.8 eV. The HOMO-LUMO gap (alpha / beta) comes out at 5.531 / 5.211 eV.

***

# 2
ORCA calculation (ωB97M-V/def2-TZVPD) on a 2-piece molecular cluster, C2H5Cl2N overall.

Element x y z (Å)
C (-0.60227, 1.05470, -0.57191)
C (-1.04450, -0.00282, 0.29654)
N (1.34727, -1.42901, 0.56299)
Cl (-1.92479, -1.26266, -0.43011)
Cl (2.18518, -0.38142, -0.39244)
H (-0.99225, 0.93436, -1.48308)
H (0.49115, 0.78677, -0.66312)
H (-0.59141, 1.95920, -0.05107)
H (-0.41481, -0.28354, 1.21317)
H (1.54643, -1.37557, 1.51902)

As for the energy relative to the best compared isomer or geometry (same formula, charge and spin): 463.4 kJ/mol. For the LUMO energy (alpha / beta), the calculation gives -1.0 / 0.3 eV. The HOMO-LUMO gap (alpha / beta) comes out at 6.740 / 9.874 eV.